{
  "formula": "C31H43F17N2O8P",
  "method": "the ωB97M-V functional and the def2-TZVPD basis",
  "lumo_ev": 2.0,
  "e_tot_ha": -3957.62278,
  "largest_force_ha_per_bohr": 0.0198,
  "total_charge": -1,
  "gap_ev": 8.34,
  "species": ["N", "C", "O", "P", "C", "C", "C", "O", "O", "C", "F", "F", "C", "F", "F", "C", "F", "F", "C", "F", "F", "C", "F", "F", "C", "F", "F", "C", "F", "F", "C", "F", "F", "F", "O", "C", "C", "C", "C", "C", "N", "C", "C", "O", "H", "H", "H", "H", "H", "H", "H", "H", "H", "H", "H", "H", "H", "C", "C", "O", "C", "C", "H", "H", "H", "H", "H", "H", "H", "H", "H", "H", "C", "C", "O", "C", "C", "H", "H", "H", "H", "H", "H", "H", "H", "H", "H", "C", "C", "O", "C", "C", "H", "H", "H", "H", "H", "H", "H", "H", "H", "H"],
  "positions_angstrom": [[0.908, 4.519, 0.503], [1.697, 3.683, 0.350], [2.547, 2.762, 0.140], [2.494, 1.120, 0.953], [2.899, 1.918, 2.593], [2.743, 0.930, 3.763], [1.302, 0.788, 4.191], [0.613, 1.687, 4.609], [0.838, -0.484, 4.109], [4.386, 1.080, 0.380], [5.018, 2.254, 0.676], [4.549, 0.940, -0.963], [5.295, -0.009, 1.071], [5.777, 0.512, 2.218], [4.622, -1.130, 1.410], [6.554, -0.492, 0.274], [7.112, 0.538, -0.381], [7.464, -0.935, 1.166], [6.306, -1.702, -0.697], [5.084, -1.658, -1.234], [6.405, -2.839, 0.009], [7.323, -1.749, -1.875], [7.010, -0.791, -2.759], [8.555, -1.512, -1.387], [7.449, -3.090, -2.666], [8.400, -2.896, -3.597], [7.885, -4.036, -1.822], [6.206, -3.693, -3.394], [6.661, -4.804, -4.003], [5.300, -4.054, -2.479], [5.489, -2.833, -4.489], [6.368, -2.102, -5.183], [4.865, -3.650, -5.341], [4.588, -2.029, -3.935], [0.836, 1.313, 1.331], [-0.039, 0.904, 0.316], [0.764, -0.071, -0.538], [0.819, -1.517, -0.056], [-0.082, -2.076, 0.843], [0.020, -3.427, 1.167], [0.951, -4.237, 0.673], [1.823, -3.699, -0.182], [1.794, -2.368, -0.575], [2.064, 0.479, -0.588], [2.537, -0.194, 1.487], [3.900, 2.346, 2.608], [2.205, 2.748, 2.757], [3.274, 1.324, 4.639], [3.165, -0.050, 3.535], [-0.089, -0.440, 4.395], [-0.341, 1.751, -0.315], [-0.951, 0.486, 0.751], [0.361, -0.079, -1.560], [-0.867, -1.481, 1.297], [-0.687, -3.869, 1.865], [2.587, -4.363, -0.578], [2.529, -1.990, -1.274], [-4.985, -0.226, -2.961], [-3.499, 0.089, -2.965], [-2.818, -0.304, -1.789], [-2.843, -1.686, -1.482], [-2.217, -2.573, -2.543], [-5.469, 0.235, -2.098], [-5.453, 0.151, -3.871], [-5.177, -1.300, -2.922], [-3.350, 1.167, -3.022], [-3.023, -0.346, -3.852], [-3.865, -2.016, -1.255], [-2.268, -1.775, -0.561], [-2.765, -2.540, -3.487], [-2.208, -3.608, -2.198], [-1.187, -2.267, -2.734], [-9.257, 0.678, -4.044], [-8.361, 0.616, -5.269], [-7.629, -0.590, -5.390], [-8.390, -1.778, -5.494], [-9.311, -1.825, -6.701], [-8.673, 0.520, -3.136], [-9.733, 1.658, -3.985], [-10.048, -0.072, -4.075], [-7.599, 1.394, -5.206], [-8.941, 0.811, -6.179], [-8.960, -1.955, -4.574], [-7.648, -2.574, -5.565], [-10.084, -1.057, -6.659], [-9.810, -2.794, -6.746], [-8.742, -1.686, -7.622], [0.962, 4.137, 7.550], [-0.321, 3.462, 7.098], [-1.355, 3.469, 8.079], [-1.800, 4.742, 8.496], [-2.377, 5.599, 7.380], [1.342, 3.670, 8.461], [1.712, 4.038, 6.766], [0.826, 5.202, 7.748], [-0.132, 2.413, 6.888], [-0.673, 3.900, 6.160], [-0.999, 5.286, 9.013], [-2.574, 4.538, 9.238], [-1.630, 5.847, 6.626], [-2.756, 6.536, 7.792], [-3.197, 5.079, 6.884]],
  "forces_ev_per_a": [[0.118, 0.112, -0.009], [0.150, -0.648, -0.077], [-0.204, 0.985, -0.162], [-0.411, -0.442, 0.284], [-0.039, 0.102, 0.320], [0.003, 0.140, 0.098], [-0.006, 0.048, -0.040], [0.149, -0.262, -0.063], [-0.045, 0.216, 0.053], [0.084, -0.140, 0.085], [0.171, 0.142, 0.017], [-0.052, -0.260, -0.207], [-0.027, 0.132, -0.148], [-0.020, 0.068, 0.228], [-0.088, -0.195, -0.110], [-0.059, -0.057, -0.016], [-0.014, 0.092, -0.133], [0.110, -0.014, 0.137], [0.050, 0.141, -0.101], [-0.308, 0.143, -0.107], [0.061, -0.166, 0.111], [-0.023, -0.072, 0.060], [-0.050, 0.121, -0.119], [0.130, -0.018, 0.025], [-0.263, 0.133, 0.071], [0.131, 0.082, -0.103], [0.047, -0.173, 0.072], [0.068, 0.141, -0.064], [0.059, -0.085, -0.074], [-0.137, -0.075, 0.059], [0.040, 0.145, 0.054], [-0.153, -0.138, 0.103], [0.009, 0.062, 0.138], [0.203, -0.070, -0.107], [0.036, -0.021, 0.043], [-0.045, 0.080, -0.096], [0.142, -0.094, -0.189], [-0.135, -0.068, 0.037], [-0.029, -0.104, 0.009], [0.064, 0.260, -0.075], [0.006, -0.113, 0.004], [-0.068, 0.283, -0.027], [-0.023, -0.143, 0.047], [-0.135, -0.052, 0.087], [0.162, 0.088, -0.018], [-0.043, -0.130, -0.047], [0.044, -0.076, -0.108], [-0.085, -0.039, -0.078], [-0.060, 0.034, -0.019], [0.100, -0.008, -0.044], [0.086, -0.022, 0.133], [0.103, -0.033, -0.044], [0.054, -0.027, 0.076], [0.129, -0.050, -0.013], [0.069, 0.001, -0.035], [-0.060, 0.008, 0.036], [-0.002, 0.043, 0.041], [-0.008, -0.021, 0.070], [-0.007, 0.050, -0.074], [0.038, 0.034, 0.059], [0.026, -0.070, 0.059], [0.008, 0.060, -0.050], [0.002, 0.003, -0.001], [0.000, -0.003, -0.005], [0.002, -0.003, -0.040], [0.007, -0.001, -0.005], [-0.004, -0.033, 0.019], [-0.015, 0.015, -0.065], [-0.041, 0.005, -0.011], [-0.021, -0.024, 0.014], [0.021, -0.001, 0.022], [0.009, -0.009, 0.011], [0.013, -0.058, 0.018], [-0.014, 0.059, 0.018], [0.062, 0.000, -0.040], [-0.013, -0.052, 0.025], [0.016, 0.053, -0.021], [0.000, 0.003, 0.001], [0.016, 0.015, 0.006], [-0.018, 0.024, -0.022], [-0.003, 0.005, -0.010], [-0.015, -0.035, 0.007], [-0.013, 0.029, -0.008], [-0.003, -0.005, 0.008], [-0.017, -0.020, 0.023], [0.011, -0.013, -0.004], [-0.002, 0.000, 0.000], [-0.016, 0.011, 0.043], [-0.003, -0.009, -0.017], [0.009, -0.015, 0.021], [-0.019, 0.024, 0.031], [0.005, -0.031, -0.036], [0.004, -0.001, -0.004], [0.003, -0.024, -0.005], [0.003, 0.005, -0.046], [-0.022, -0.015, 0.000], [-0.009, 0.022, 0.008], [0.015, -0.001, -0.030], [0.005, 0.008, 0.008], [0.011, 0.023, 0.019], [-0.014, -0.006, 0.012], [0.002, 0.000, -0.004]]
}